Entry 1:
{"formula": "C38H84F2IN7O9P2S3", "method": "ωB97M-V/def2-TZVPD", "species": ["I", "S", "S", "S", "P", "P", "F", "F", "O", "O", "O", "O", "O", "O", "O", "O", "O", "N", "N", "N", "N", "N", "N", "N", "C", "C", "C", "C", "C", "C", "C", "C", "C", "C", "C", "C", "C", "C", "C", "C", "C", "C", "C", "C", "C", "C", "C", "C", "C", "C", "C", "C", "C", "C", "C", "C", "C", "C", "C", "C", "C", "C", "H", "H", "H", "H", "H", "H", "H", "H", "H", "H", "H", "H", "H", "H", "H", "H", "H", "H", "H", "H", "H", "H", "H", "H", "H", "H", "H", "H", "H", "H", "H", "H", "H", "H", "H", "H", "H", "H", "H", "H", "H", "H", "H", "H", "H", "H", "H", "H", "H", "H", "H", "H", "H", "H", "H", "H", "H", "H", "H", "H", "H", "H", "H", "H", "H", "H", "H", "H", "H", "H", "H", "H", "H", "H", "H", "H", "H", "H", "H", "H", "H", "H", "H", "H"], "coordinates": [[-0.878, 3.272, 1.254], [-0.388, -1.052, -1.571], [3.132, -0.313, -3.529], [-2.966, -0.369, 3.908], [-5.733, -5.306, 0.561], [-1.701, 8.317, 0.665], [7.802, 1.880, -2.638], [5.307, -3.598, 1.455], [4.895, -0.257, -1.590], [-5.019, -4.696, 1.784], [-3.065, 1.043, 2.998], [8.715, -1.527, 1.700], [-1.553, 6.796, 0.475], [2.175, -0.649, -0.905], [-4.219, -0.531, 4.766], [-1.815, -0.195, 4.901], [4.657, -2.458, -5.389], [-1.798, 10.075, 0.910], [-3.306, 8.178, 1.219], [-5.101, -6.885, 0.833], [-1.676, 8.649, -1.025], [-7.271, -5.151, 1.276], [4.777, -2.400, -2.860], [-6.505, -5.971, -0.895], [-5.872, -8.095, 1.054], [7.390, -0.872, -1.843], [4.669, -2.400, -4.157], [-7.506, -5.106, -1.548], [5.439, 2.511, -2.863], [2.985, -1.826, -1.018], [-0.723, 1.586, -0.203], [-4.520, 8.695, 0.629], [-0.513, 10.735, 0.571], [3.079, -4.562, -1.073], [3.827, -1.909, 0.380], [0.923, -0.626, -0.268], [4.452, 3.283, -1.826], [4.045, -1.308, -2.183], [8.906, -1.459, 0.270], [2.710, -5.209, 0.386], [6.092, -0.014, -2.352], [5.248, -2.582, 0.387], [-3.832, -6.991, 1.551], [-5.501, -6.272, -1.945], [-2.117, 10.520, 2.280], [-0.603, -0.929, 1.987], [-7.758, -3.811, 1.583], [1.739, -3.370, -2.911], [2.259, -3.202, -1.388], [6.491, 1.547, -2.061], [-8.213, -6.185, 1.642], [-3.548, 7.444, 2.456], [0.733, 0.990, 0.035], [1.207, -5.783, 0.405], [9.381, -0.393, 2.358], [-0.984, 7.695, -1.891], [8.017, -0.328, -0.466], [-2.717, 9.311, -1.788], [-1.961, -1.730, 1.523], [-0.926, 2.338, -1.645], [0.702, -1.319, 1.146], [-2.838, -1.911, 2.890], [3.941, -0.802, 0.718], [-4.990, -5.360, -2.274], [0.394, -4.965, 0.264], [6.036, -1.790, 0.705], [-6.230, -8.167, 2.086], [-1.609, 0.928, 0.086], [-1.465, 10.043, 3.018], [-2.402, -2.757, 3.549], [1.302, -2.428, -3.385], [8.641, -2.467, -0.238], [1.291, -3.299, -0.750], [-4.740, -6.973, -1.599], [-2.586, -1.033, 0.856], [-5.261, -8.983, 0.856], [1.027, 1.170, 1.137], [-1.659, -0.918, -1.048], [-0.705, 8.152, -2.846], [-7.877, -6.724, 2.532], [-1.719, 3.180, -1.552], [9.401, -0.597, 3.483], [-1.380, 1.570, -2.381], [4.387, 2.735, -0.823], [4.886, 1.936, -3.685], [-5.372, 8.641, 1.314], [-3.475, 8.112, 3.323], [-3.977, -6.895, 2.633], [-1.685, -2.728, 1.037], [0.843, -4.113, -2.840], [-3.155, 10.313, 2.544], [7.163, -2.006, -1.787], [-4.438, 9.751, 0.366], [-0.052, 7.358, -1.434], [3.407, 3.460, -2.257], [3.210, -2.400, 1.233], [1.107, -6.457, -0.538], [-3.538, 8.630, -2.034], [2.982, -4.528, 1.262], [10.009, -1.232, 0.017], [2.835, 0.920, -2.927], [0.076, 2.723, -2.042], [0.963, -6.461, 1.296], [-3.116, 10.191, -1.283], [-6.940, -3.129, 1.830], [-8.437, -3.800, 2.441], [-0.600, 11.822, 0.658], [2.695, -5.364, -1.824], [-7.822, -5.524, -2.508], [7.174, -0.037, 0.282], [-1.611, 6.821, -2.102], [5.993, -0.081, -3.489], [6.050, 3.351, -3.383], [8.195, -0.689, -2.661], [-8.423, -5.029, -0.961], [-4.800, 8.122, -0.260], [-6.716, -8.187, 0.371], [10.432, -0.280, 1.905], [1.611, -1.016, 1.809], [0.739, -2.482, 1.148], [8.810, 0.590, 2.200], [4.917, 4.328, -1.619], [-4.535, 6.971, 2.474], [-2.472, 1.702, 3.462], [-0.411, -1.339, 3.060], [-3.913, -2.228, 2.623], [-3.342, -7.951, 1.357], [-2.013, 11.605, 2.376], [-3.130, -6.223, 1.220], [0.292, 10.391, 1.229], [-5.973, -6.744, -2.811], [-0.796, 0.189, 2.136], [-7.114, -4.099, -1.720], [8.633, 0.645, -0.605], [-8.384, -6.897, 0.833], [-9.202, -5.783, 1.877], [-2.318, 9.697, -2.734], [1.478, 1.623, -0.587], [3.408, -6.136, 0.477], [4.205, -4.496, -1.259], [-8.289, -3.385, 0.723], [-2.819, 6.642, 2.601], [2.494, -3.927, -3.596], [5.637, -3.087, -0.551], [-0.207, 10.540, -0.458], [6.403, 1.830, -0.957]], "mulliken_charge": [-0.054, -0.315, -0.271, 1.144, 0.807, 0.757, -0.428, -0.471, -0.334, -0.744, -0.424, -0.364, -0.627, -0.039, -0.672, -0.624, -0.539, -0.117, 0.208, 0.253, 0.195, 0.221, -0.240, -0.109, -1.105, -0.833, 0.652, -1.017, -0.387, 0.619, -0.307, -1.082, -1.102, -1.068, -1.187, 0.395, -0.958, 0.134, -0.681, -0.262, -0.064, 0.439, -0.986, -1.092, -1.029, -0.113, -0.996, -1.681, 1.734, 0.004, -1.082, -1.080, -0.918, -0.973, -0.616, -1.028, -0.313, -1.080, -0.205, -0.648, -0.872, -0.427, 0.498, 0.362, 0.104, -0.240, 0.298, 0.193, 0.363, 0.401, 0.225, 0.329, -0.442, 0.304, 0.143, 0.386, 0.502, 0.168, 0.318, 0.229, 0.391, 0.229, 0.211, 0.251, 0.251, 0.464, 0.284, 0.289, 0.129, 0.355, 0.279, 0.338, 0.341, 0.292, 0.185, 0.309, 0.283, 0.294, 0.189, 0.427, 0.061, 0.143, 0.343, 0.298, 0.163, 0.458, 0.408, 0.563, 0.380, 0.207, 0.308, 0.378, 0.410, 0.458, 0.276, 0.235, 0.302, 0.286, 0.385, 0.058, 0.228, 0.353, 0.460, 0.312, 0.639, 0.127, 0.323, 0.377, 0.244, 0.359, 0.408, -0.170, 0.355, 0.406, 0.350, 0.453, 0.381, 0.104, 0.395, 0.183, 0.294, 0.249, 0.377, 0.070, 0.317, 0.360], "orbital_gap_ev": 6.843, "smiles": "CCC[C@H](C)[C@](CCF)(O[C@@](S)(CCCCS(=O)(=O)O)C[C@H](C)I)[C@](S)(N=C=O)O[C@H](CCCOC)[C@@H](F)CC.CN(C)P(=O)(N(C)C)N(C)C.CN(C)P(=O)(N(C)C)N(C)C", "e_homo_ev": -7.919, "total_charge": 0, "total_energy_ha": -4932.8958}

=====

Entry 2:
{"formula": "C38H84F6KNO22S2", "method": "ωB97M-V/def2-TZVPD", "species": ["K", "S", "S", "F", "F", "F", "F", "F", "F", "O", "O", "O", "O", "O", "O", "O", "O", "O", "O", "O", "O", "O", "O", "O", "O", "O", "O", "O", "O", "O", "O", "N", "C", "C", "C", "C", "C", "C", "C", "C", "C", "C", "C", "C", "C", "C", "C", "C", "C", "C", "C", "C", "C", "C", "C", "C", "C", "C", "C", "C", "C", "C", "C", "C", "C", "C", "C", "C", "C", "C", "H", "H", "H", "H", "H", "H", "H", "H", "H", "H", "H", "H", "H", "H", "H", "H", "H", "H", "H", "H", "H", "H", "H", "H", "H", "H", "H", "H", "H", "H", "H", "H", "H", "H", "H", "H", "H", "H", "H", "H", "H", "H", "H", "H", "H", "H", "H", "H", "H", "H", "H", "H", "H", "H", "H", "H", "H", "H", "H", "H", "H", "H", "H", "H", "H", "H", "H", "H", "H", "H", "H", "H", "H", "H", "H", "H", "H", "H", "H", "H", "H", "H", "H", "H"], "coordinates": [[0.780, -4.388, 2.748], [-1.369, -1.555, 2.155], [-0.266, -1.796, -0.168], [0.667, -2.505, -2.427], [-1.276, 0.293, 3.970], [2.230, -2.131, -0.957], [-0.916, -1.669, 4.744], [0.670, -0.673, 3.652], [1.102, -3.975, -0.885], [-2.419, 3.342, 8.390], [0.391, 6.238, 5.039], [5.164, 0.165, 0.278], [-1.454, -2.448, -0.646], [-2.071, -0.489, 1.539], [2.802, -6.844, -3.111], [-0.101, -0.415, -0.490], [1.640, -6.728, -5.732], [5.383, 3.204, -9.659], [1.690, 0.454, -5.574], [-4.012, -0.055, 5.767], [3.392, 1.639, -8.500], [-2.500, 2.357, 5.715], [3.240, 1.249, 2.314], [2.262, -9.211, -1.917], [-9.050, -2.229, 0.794], [-2.083, -2.693, 2.668], [5.583, 0.068, 3.083], [-4.787, -1.156, -2.595], [-0.398, 3.398, 0.296], [-6.398, -1.485, 0.030], [-0.606, 4.252, 3.225], [0.007, -2.111, 1.362], [2.289, 1.173, -7.744], [-4.334, -1.537, -1.305], [-3.824, 2.309, 5.251], [4.006, 1.977, 3.227], [-8.039, -1.871, 1.701], [-10.001, -3.085, 1.379], [1.843, 0.539, -4.192], [0.112, 6.455, 3.675], [-4.967, 0.231, -2.765], [-0.850, 3.393, -1.038], [6.444, 0.008, 0.825], [2.630, 1.221, -6.261], [1.021, -2.664, -1.165], [-4.302, -1.330, 5.289], [0.373, -6.340, -6.230], [0.315, 5.215, 2.838], [0.900, -9.298, -1.590], [-0.641, -0.846, 3.734], [2.278, -5.665, -3.667], [6.523, 3.040, -10.465], [-1.364, 3.022, 1.235], [2.703, 2.088, 1.306], [4.211, 2.868, -10.349], [1.761, 6.343, 5.354], [2.762, -6.835, -1.729], [4.931, 0.997, 3.940], [-5.072, -0.990, -0.115], [-2.826, 3.972, 9.593], [-7.091, -0.871, 1.091], [2.359, -5.666, -5.174], [2.941, -8.252, -1.179], [-2.546, 4.216, 7.308], [-2.039, 3.654, 6.006], [-0.768, 2.996, 2.611], [5.068, -0.337, -1.024], [3.085, 2.721, -9.383], [6.513, 0.654, 2.202], [-4.156, 0.921, 4.777], [3.667, 0.894, -6.110], [4.012, -8.483, -1.186], [-1.757, 2.020, 1.004], [-7.571, 0.074, 0.813], [-7.481, -2.748, 2.052], [6.636, 2.021, -10.844], [7.406, 3.278, -9.872], [-4.541, 2.647, 6.011], [-0.941, 6.748, 3.628], [-2.490, 3.344, 10.414], [-3.920, 4.026, 9.587], [4.072, -0.121, -1.405], [2.118, 2.539, -9.859], [-2.372, 4.962, 9.691], [1.881, 6.174, 6.425], [-1.667, 4.107, -1.204], [-1.858, 5.070, 7.468], [-5.018, 0.105, -0.120], [7.201, 0.448, 0.164], [2.001, -4.685, -5.513], [0.719, -9.480, -0.516], [6.482, 1.744, 2.190], [-4.552, -1.299, 0.804], [5.873, 0.033, -1.669], [2.615, 2.294, -6.004], [1.802, -6.446, -1.357], [2.135, 7.357, 5.176], [-10.749, -2.515, 1.935], [1.380, 1.760, -7.899], [5.131, -1.439, -1.037], [6.501, 3.777, -11.280], [-4.012, 0.749, -2.606], [3.468, 2.545, 0.671], [2.011, 1.522, 0.687], [3.375, 2.436, 4.004], [3.550, -6.206, -1.280], [0.479, -5.584, -7.021], [-3.627, 0.684, 3.843], [2.339, 5.579, 4.827], [2.133, 2.872, 1.813], [-8.461, -1.397, 2.606], [-5.747, 0.589, -2.088], [-6.348, -0.608, 1.864], [-5.313, 0.396, -3.782], [-4.195, -2.061, 6.091], [5.743, 1.521, 4.467], [-2.219, 3.717, 1.254], [2.114, 0.143, -8.069], [-2.238, 4.347, 5.178], [0.224, 5.479, 1.772], [1.171, -0.157, -3.693], [-0.027, -7.187, -6.786], [3.412, -5.675, -5.468], [-0.949, 3.624, 6.044], [2.898, -4.817, -3.302], [-3.553, 4.655, 7.255], [1.788, 1.567, -3.822], [0.000, 3.697, -1.645], [0.373, -8.343, -1.740], [-5.210, 0.919, 4.436], [-5.350, -1.436, 4.956], [4.329, 1.924, -10.903], [-9.585, -3.929, 1.940], [-1.430, 2.435, 3.269], [-4.158, -2.607, -1.307], [2.729, -8.290, -0.100], [1.358, 4.861, 2.921], [4.383, 0.414, 4.679], [7.517, 0.357, 2.556], [0.464, -10.097, -2.178], [6.699, -1.044, 1.022], [0.649, 7.291, 3.206], [-1.193, 2.396, -1.336], [4.583, 2.756, 2.717], [0.201, 2.486, 2.677], [1.289, -5.374, -3.286], [2.994, 3.617, -8.753], [-3.898, 3.007, 4.401], [3.965, 3.598, -11.137], [-10.516, -3.601, 0.560], [-0.272, -5.990, -5.423], [2.816, 0.166, -3.820], [-3.355, -1.043, -1.189], [-3.663, -1.639, 4.454]], "mulliken_charge": [0.928, 1.328, 1.264, -0.191, -0.152, -0.167, -0.233, -0.204, -0.246, -0.292, -0.212, -0.038, -0.692, -0.246, -0.299, -0.499, -0.339, -0.276, -0.291, -0.347, -0.283, -0.252, 0.047, -0.330, -0.301, -0.826, -0.337, -0.466, -0.136, -0.418, -0.095, -0.538, -0.531, -0.288, -0.748, -0.456, -0.615, -0.783, -0.687, -0.892, -0.501, -0.744, -0.676, -0.463, 0.150, -0.474, -0.688, 0.098, -0.636, 0.307, -0.013, -0.762, -0.099, -0.333, -0.597, -0.685, -0.193, -0.851, -0.340, -0.793, 0.017, -0.660, -0.613, -0.797, -0.308, 0.917, -0.750, -0.462, -0.526, 0.266, 0.320, 0.347, 0.058, 0.282, 0.296, 0.322, 0.250, 0.445, 0.317, 0.237, 0.305, 0.083, 0.423, 0.328, 0.260, 0.297, 0.456, 0.325, 0.378, 0.383, 0.287, 0.327, 0.359, 0.344, 0.234, 0.105, 0.314, 0.288, 0.327, 0.342, 0.298, 0.161, 0.370, 0.098, 0.184, 0.330, 0.308, -0.233, 0.194, -0.025, 0.382, 0.216, -0.006, 0.263, 0.233, 0.365, 0.335, 0.268, 0.348, 0.236, 0.236, 0.248, 0.349, 0.202, 0.158, 0.348, 0.365, 0.254, 0.225, 0.339, 0.295, 0.325, 0.322, -0.820, 0.329, 0.350, -0.035, 0.377, 0.362, 0.248, 0.296, 0.426, 0.182, 0.444, -0.150, 0.176, 0.278, 0.321, 0.410, 0.264, 0.278, 0.282, 0.200, 0.096], "orbital_gap_ev": 7.545, "e_homo_ev": -8.962, "total_charge": 0, "total_energy_ha": -5203.3960}